This record from the OMol25 dataset describes 3 unconnected molecules or ions with the total composition C30H39N2O6S2. The level of theory is the ωB97M-V functional and the def2-TZVPD basis.

Geometry as XYZ:
```
79
Properties=species:S:1:pos:R:3
C -4.97 8.78 -1.90
C -4.19 8.17 -0.66
O -4.88 7.78 0.33
O -2.77 8.06 -0.53
C -2.44 6.67 -0.81
C -2.09 5.79 0.49
C -0.87 4.77 0.30
N -1.27 3.42 -0.23
C -1.81 3.42 -1.58
C -2.29 2.12 -2.30
C -2.92 2.16 -3.77
C -4.47 2.53 -3.64
C -5.33 2.52 -4.95
C -6.85 2.91 -4.86
C -7.56 3.33 -3.54
C -6.72 3.30 -2.24
C -5.20 2.90 -2.32
C -2.17 0.78 -1.55
C -1.58 0.85 -0.09
C -1.45 -0.59 0.65
C -2.04 -0.63 2.07
C -1.96 -2.03 2.79
C -1.29 -3.10 1.88
C -0.74 -2.87 0.46
N -0.82 -1.58 -0.14
C -1.14 2.19 0.55
H -4.31 9.03 -2.80
H -5.78 8.04 -2.28
H -5.55 9.75 -1.65
H -3.39 6.20 -1.28
H -1.64 6.60 -1.65
H -3.07 5.29 0.83
H -1.79 6.53 1.32
H -0.44 4.57 1.36
H -0.05 5.27 -0.31
H -1.91 4.39 -2.20
H -2.34 2.81 -4.52
H -2.83 1.08 -4.18
H -4.83 2.24 -5.94
H -7.47 2.90 -5.82
H -8.65 3.65 -3.46
H -7.17 3.56 -1.21
H -4.64 2.92 -1.32
H -2.49 -0.22 -2.00
H -2.54 0.27 2.58
H -2.35 -2.22 3.84
H -1.20 -4.17 2.31
H -0.27 -3.72 -0.16
H -0.72 2.23 1.62
C 4.42 -4.62 -1.97
C 3.93 -3.29 -1.41
C 2.76 -3.59 -0.47
S 3.03 -5.24 0.16
O 1.98 -6.11 -0.34
O 3.37 -5.17 1.56
C 4.52 -5.57 -0.78
H 5.39 -4.52 -2.48
H 3.70 -5.01 -2.70
H 4.74 -2.81 -0.84
H 3.63 -2.60 -2.20
H 2.72 -2.89 0.36
H 1.81 -3.59 -1.01
H 4.56 -6.62 -1.06
H 5.37 -5.31 -0.14
C 5.76 -5.57 5.35
C 7.16 -4.99 5.48
C 7.98 -5.50 4.29
S 6.82 -5.80 2.97
O 6.79 -7.22 2.70
O 7.02 -4.82 1.92
C 5.36 -5.37 3.89
H 5.05 -5.09 6.03
H 5.78 -6.64 5.58
H 7.11 -3.89 5.44
H 7.63 -5.26 6.43
H 8.72 -4.77 3.97
H 8.48 -6.44 4.53
H 4.52 -6.00 3.58
H 5.13 -4.32 3.69
```

## Properties
E_HOMO = -0.4155 Eh
E_LUMO = -4.446 eV
Total charge = +1
Gap between HOMO and LUMO = 6.86 eV

Atomic partial charges in e from the Löwdin method, atoms 1 to 6: number 1, C, carries 0.00; number 2, C, carries -0.39; number 3, O, carries 0.05; number 4, O, carries -0.07; number 5, C, carries -0.21; number 6, C, carries -0.12